Density functional theory data (ωB97M-V with the def2-TZVPD basis set) for an isolated molecule of C11H8O at a distorted geometry.

Each line ends with the natural charge from an NBO analysis.
CARTESIAN COORDINATES (ANGSTROEM)
C 2.6176 0.5589 -0.9649  0.431
C 1.2652 -0.0988 -0.8234  -0.168
C 1.1054 -1.1791 -1.6658  -0.134
C -0.0856 -1.9374 -1.6274  -0.224
C -1.0629 -1.5718 -0.7228  -0.176
C -0.9605 -0.4566 0.1098  0.010
C -1.9922 -0.1106 1.0272  -0.203
C -1.8641 0.9695 1.8483  -0.209
C -0.6581 1.7166 1.8295  -0.202
C 0.3556 1.3867 1.0239  -0.190
C 0.2620 0.2884 0.0961  -0.051
H 2.7566 1.3728 -0.2026  0.107
H 1.9209 -1.4400 -2.3658  0.242
H -0.1927 -2.8525 -2.2104  0.222
H -1.9783 -2.1609 -0.6346  0.211
H -2.9754 -0.6302 1.0171  0.217
H -2.6222 1.3019 2.5257  0.216
H -0.6000 2.6093 2.4423  0.215
H 1.2859 1.9202 1.1420  0.209
O 3.4227 0.3135 -1.8444  -0.522

Forces on atoms 1 to 2 (eV/Å):
C -0.588 0.680 -0.001
C 1.328 -0.488 -0.821

The SMILES is O=Cc1cccc2ccccc12. The calculation puts the energy above the lowest of the compared OMol25 structures with the same formula, charge and spin at 0.0 kJ/mol. The calculation puts the gap between HOMO and LUMO at 0.312 Ha. The calculation puts the max |F| at 1.8 eV/A. The HOMO energy is -8.68 eV. As for the electronic energy: -13583.954 eV.

***

Density functional theory data (ωB97M-V with the def2-TZVPD basis set) for a structure of composition C8H19Cl2IrN4O2.

Each line ends with the Mulliken spin population.
CARTESIAN COORDINATES (ANGSTROEM)
Ir -0.2821 -0.4314 -0.2282  2.392
N 1.9133 -0.3893 0.0884  0.134
C 2.2286 -0.6878 1.5107  -0.005
C 1.2961 0.0946 2.4187  0.003
N -0.1248 -0.1852 2.1108  0.173
C -0.5722 -1.4572 2.7146  0.001
C -1.7353 -2.0464 1.9368  -0.003
N -1.3372 -2.2199 0.5137  0.130
C -0.9920 0.9442 2.5079  0.001
C -0.9773 2.0398 1.4562  -0.002
N -1.3842 1.4725 0.1434  0.135
H 2.3933 -1.0499 -0.5210  0.000
H 2.2867 0.5240 -0.1683  0.003
H 3.2667 -0.4403 1.7392  0.003
H 2.1147 -1.7629 1.6480  -0.002
H 1.4716 1.1621 2.2775  -0.007
H 1.5153 -0.1243 3.4681  -0.001
H -0.8416 -1.3205 3.7662  -0.003
H 0.2635 -2.1579 2.6930  -0.006
H -2.6040 -1.3882 1.9507  -0.002
H -2.0424 -2.9983 2.3721  0.003
H -2.1586 -2.4340 -0.0494  0.004
H -0.7378 -3.0398 0.4221  0.001
H -0.6860 1.3472 3.4780  -0.001
H -2.0099 0.5720 2.6297  -0.005
H 0.0199 2.4616 1.3320  -0.002
H -1.6408 2.8541 1.7513  0.003
H -1.2272 2.1567 -0.5943  0.002
H -2.3901 1.3081 0.1422  -0.001
Cl 1.7409 -1.1542 -5.2428  0.113
C 0.6060 0.0892 -5.4277  0.685
Cl 1.0973 1.6936 -5.1852  0.114
C -0.8610 -0.2269 -3.4767  0.038
O -1.8517 -0.3265 -4.0530  0.054
O -0.0393 -0.1610 -2.6349  0.043
H -0.1803 -0.0719 -6.1531  0.004

Forces on atoms 1 to 2 (eV/Å):
Ir -0.044 0.052 0.219
N 0.056 0.029 -0.079

Its expectation value of S² is 6.01. The calculation puts the gap between HOMO and LUMO (alpha / beta) at 0.266 / 0.324 Ha. The calculation puts the max |F| at 0.8 eV/A. The HOMO energy (alpha / beta) is -13.66 / -16.55 eV. The charge is +2. As for the multiplicity: 5. As for the electronic energy: -46526.087 eV.

***

Density functional theory data (ωB97M-V with the def2-TZVPD basis set) for a structure of composition C6H16FO2Rb at a distorted geometry.

Each line ends with the Mulliken charge.
CARTESIAN COORDINATES (ANGSTROEM)
Rb -1.1346 2.0112 3.6639  0.951
F -0.0485 2.2197 1.1678  -0.927
C -2.8592 1.0429 -1.5917  -1.265
C -2.9841 0.4186 -0.2218  0.385
C -2.0989 -0.8521 -0.0822  -1.103
O -2.7265 1.3453 0.8034  -0.539
H -1.8941 1.5367 -1.7524  0.311
H -3.6062 1.8126 -1.7971  0.330
H -2.9392 0.3295 -2.4183  0.369
H -3.9983 0.0143 -0.1178  0.253
H -1.1699 -0.7104 -0.6427  0.162
H -2.5820 -1.7604 -0.4520  0.431
H -1.8670 -1.1027 0.9555  0.293
H -1.7672 1.5749 0.7312  0.354
C 3.4596 -0.7919 -0.9572  -1.537
C 2.2199 -0.7540 -0.0800  0.803
C 2.6204 -0.8814 1.4064  -1.159
O 1.5593 0.4512 -0.3404  -0.468
H 3.9857 0.1708 -0.9517  0.379
H 3.2421 -0.9665 -2.0151  0.331
H 4.2909 -1.4626 -0.7184  0.373
H 1.5446 -1.6029 -0.2739  0.177
H 1.8329 -0.3325 1.9447  0.265
H 3.5578 -0.3779 1.6346  0.308
H 2.5328 -1.8889 1.8137  0.341
H 0.8294 0.5566 0.2915  0.185

Forces on atoms 1 to 2 (eV/Å):
Rb 0.206 0.050 -0.994
F -0.809 -0.644 0.718

The calculation puts the energy above the lowest of the compared OMol25 structures with the same formula, charge and spin at 50.8 kJ/mol. The calculation puts the gap between HOMO and LUMO at 0.301 Ha. The calculation puts the max |F| at 1.6 eV/A. The HOMO energy is -9.04 eV. As for the electronic energy: -13949.530 eV.